No. 1
Below is a molecular structure, C11H16I2Pm, with properties calculated with the ωB97M-V functional and the def2-TZVPD basis.

Each line ends with the Löwdin charge.
Element x y z (Å)
Pm 0.132 -0.634 -1.363  1.584
C 0.038 -2.809 0.634  -0.077
C -0.202 -1.793 1.789  -0.358
C -1.358 -2.255 2.678  -0.018
C -0.416 -0.428 1.151  -0.310
C -1.656 -0.092 0.528  -0.079
C -1.776 1.103 -0.217  -0.036
C -0.691 2.017 -0.329  -0.307
C -0.872 3.356 -0.948  -0.016
C 0.519 1.690 0.334  -0.033
C 0.657 0.495 1.058  -0.063
H 0.084 -3.815 1.070  0.129
H 1.036 -2.655 0.143  0.064
H -0.851 -2.851 -0.058  0.100
H 0.701 -1.754 2.410  0.161
H -2.261 -2.480 2.115  0.094
H -1.579 -1.497 3.425  0.111
H -1.067 -3.159 3.206  0.112
H -2.562 -0.635 0.814  0.156
H -2.764 1.432 -0.537  0.159
H 0.076 3.834 -1.188  0.099
H -1.362 4.003 -0.212  0.135
H -1.527 3.358 -1.819  0.109
H 1.280 2.461 0.440  0.159
H 1.532 0.362 1.699  0.161
I 1.122 1.371 -3.706  0.940
C 3.171 0.636 -3.490  -0.921
I 3.284 -0.985 -2.027  0.922
H 3.797 1.466 -3.141  0.010
H 3.515 0.257 -4.460  0.014

Output
* ⟨S²⟩: 6.013
* orbital gap (alpha / beta): 7.0 / 8.4 eV
* net charge: +3
* multiplicity: 5

***

No. 2
Below is C3H9BrNPS in the gas phase, with properties calculated with the ωB97M-V functional and the def2-TZVPD basis.

Each line ends with the Löwdin charge.
Element x y z (Å)
C -1.435 0.289 -0.567  -0.199
N -0.061 -0.044 -0.567  -0.499
C 0.436 -0.074 -1.990  -0.116
P 0.956 0.270 0.691  -0.125
C 0.250 -0.705 2.206  -0.246
S 2.774 -0.107 0.180  0.230
Br 0.471 2.298 1.176  0.410
H -1.743 0.383 0.482  0.055
H -1.408 1.230 -1.204  0.100
H -2.170 -0.516 -0.898  0.107
H 1.460 -0.141 -1.867  -0.042
H -0.157 -0.883 -2.545  0.114
H 0.215 0.786 -2.615  0.075
H 1.065 -1.418 2.622  0.063
H -0.120 0.026 3.021  0.050
H -0.531 -1.393 1.876  0.023

Output
* ΔE to the lowest compared entry with this formula, charge and spin: 0.401 eV
* orbital gap: 9.5 eV
* net charge: 0
* structure (SMILES): CN(C)[P@@](C)(=S)Br

***

No. 3
Below is a molecular structure, C45H48N2O9PRuSTe, with properties calculated with the ωB97M-V functional and the def2-TZVPD basis.

Each line ends with the Löwdin charge.
Element x y z (Å)
Ru -1.175 0.906 -1.135  0.911
O -3.033 3.815 1.009  0.061
C -2.502 3.370 0.009  -0.578
O -2.479 2.084 -0.223  -0.368
C -1.955 4.347 -1.015  -0.135
C -2.465 5.642 -0.899  -0.032
C -2.100 6.655 -1.764  -0.095
C -1.191 6.384 -2.780  -0.102
C -0.670 5.113 -2.908  -0.147
C -1.036 4.078 -2.038  -0.565
S -0.225 2.548 -2.353  0.669
H -3.162 5.822 -0.093  0.113
H -2.521 7.647 -1.649  0.094
H -0.890 7.162 -3.471  0.096
H 0.041 4.893 -3.695  0.087
C 4.306 -0.004 4.309  0.016
C 3.702 0.971 3.322  -0.593
C 4.406 2.324 3.348  0.019
O 2.326 1.104 3.600  0.000
C 1.731 1.491 2.368  -0.154
C 2.599 0.817 1.294  -0.126
O 3.767 0.416 2.013  -0.022
C 2.009 -0.328 0.433  -0.374
O 0.864 0.177 -0.157  -0.218
C 1.782 -1.675 1.135  -0.123
C 0.661 -2.414 0.774  -0.027
C 0.427 -3.671 1.311  -0.084
C 1.316 -4.224 2.219  -0.104
C 2.443 -3.504 2.581  -0.083
C 2.677 -2.247 2.041  -0.055
C 3.029 -0.553 -0.731  -0.107
C 2.960 0.325 -1.814  -0.037
C 3.810 0.188 -2.901  -0.079
C 4.757 -0.829 -2.927  -0.113
C 4.844 -1.696 -1.849  -0.097
C 3.988 -1.560 -0.762  -0.023
C 0.198 1.349 2.299  -0.376
O -0.083 1.750 0.998  -0.103
C -0.460 0.015 2.640  -0.137
C 0.070 -0.914 3.528  -0.039
C -0.627 -2.078 3.829  -0.091
C -1.862 -2.328 3.249  -0.104
C -2.403 -1.397 2.372  -0.074
C -1.712 -0.231 2.080  -0.020
C -0.364 2.438 3.246  -0.108
C -0.448 3.749 2.788  -0.027
C -0.903 4.759 3.621  -0.076
C -1.269 4.475 4.928  -0.103
C -1.184 3.171 5.391  -0.088
C -0.739 2.157 4.554  -0.012
H 4.292 0.426 5.310  0.091
H 5.336 -0.223 4.029  0.094
H 3.728 -0.927 4.311  0.076
H 4.296 2.783 4.331  0.092
H 3.983 2.994 2.600  0.087
H 5.465 2.190 3.126  0.089
H 1.865 2.570 2.235  0.148
H 2.870 1.583 0.561  0.162
H -0.042 -1.968 0.083  0.090
H -0.465 -4.213 1.033  0.084
H 1.129 -5.203 2.645  0.097
H 3.152 -3.920 3.287  0.098
H 3.566 -1.708 2.321  0.095
H 2.213 1.106 -1.800  0.074
H 3.727 0.877 -3.733  0.101
H 5.422 -0.940 -3.775  0.092
H 5.581 -2.491 -1.851  0.095
H 4.068 -2.262 0.055  0.103
H 1.032 -0.734 3.984  0.112
H -0.191 -2.799 4.509  0.102
H -2.398 -3.242 3.477  0.096
H -3.371 -1.570 1.916  0.101
H -2.158 0.515 1.433  0.089
H -0.179 3.969 1.764  0.117
H -0.988 5.768 3.238  0.102
H -1.631 5.263 5.577  0.092
H -1.473 2.935 6.408  0.094
H -0.688 1.142 4.923  0.110
C -2.198 -3.754 -0.979  -0.091
C -3.249 -3.650 -2.055  -0.338
O -2.680 -3.083 -3.240  -0.278
P -3.060 -1.624 -3.818  0.164
O -2.042 -1.230 -4.805  -0.338
Te -3.602 -0.114 -1.988  0.670
O -4.452 -1.855 -4.607  -0.288
C -5.631 -2.357 -3.982  -0.335
C -6.802 -2.064 -4.892  -0.076
H -2.615 -4.249 -0.099  0.082
H -1.872 -2.754 -0.689  0.042
H -1.335 -4.320 -1.330  0.081
H -4.081 -3.041 -1.696  0.055
H -3.633 -4.634 -2.335  0.115
H -5.771 -1.876 -3.009  0.061
H -5.523 -3.434 -3.824  0.112
H -6.952 -0.988 -4.983  0.079
H -7.713 -2.513 -4.493  0.074
H -6.616 -2.471 -5.886  0.077
C 1.587 -3.121 -3.399  -0.021
N 0.864 -1.993 -3.961  -0.161
C 0.701 -1.890 -5.400  -0.044
C 0.258 -1.157 -3.164  -0.242
N -0.263 -0.427 -2.445  0.031
H 2.588 -3.163 -3.833  0.086
H 1.057 -4.055 -3.606  0.089
H 1.687 -2.991 -2.323  0.087
H 1.682 -1.796 -5.871  0.086
H 0.081 -1.028 -5.629  0.079
H 0.188 -2.775 -5.781  0.091

Output
* ⟨S²⟩: 6.026
* ΔE to the lowest compared entry with this formula, charge and spin: 0.727 eV
* orbital gap (alpha / beta): 7.0 / 7.0 eV
* net charge: -1
* multiplicity: 5

***

no.,maximum force (eV/A)
1,1.1
2,2.9
3,0.5